## a
Entry from OMol25: a 12-piece molecular cluster, C58H131N5O14S7 overall (the ωB97M-V functional and the def2-TZVPD basis).

Structure (SMILES) = O=S1(=O)CCCC1.O=S1(=O)CCCC1.O=S1(=O)CCCC1.O=S1(=O)CCCC1.O=S1(=O)CCCC1.O=S1(=O)CCCC1.O=S1(=O)CCCC1.CCN(CC)CC.CCN(CC)CC.CCN(CC)CC.CCN(CC)CC.CCN(CC)CC
Highest occupied orbital energy = -8.0 eV
E_LUMO = 0.13 eV
Orbital gap = 8.079 eV

Geometry as ORCA input:
```
! wB97M-V def2-TZVPD RIJCOSX def2/J DEFGRID3
* xyz 0 1
O -10.4893 19.6191 -4.7328
S -9.1160 19.3600 -5.1713
O -8.0122 19.1863 -4.2079
C -9.1794 17.8877 -6.2307
C -8.6077 18.2810 -7.6008
C -7.7908 19.5382 -7.3585
C -8.6404 20.4389 -6.5097
H -10.2249 17.6353 -6.4077
H -8.7552 17.0480 -5.6801
H -8.1045 17.4079 -8.0163
H -9.4194 18.4523 -8.3078
H -7.5221 20.0049 -8.3062
H -6.8145 19.3397 -6.9161
H -9.6266 20.6573 -6.9193
H -8.1891 21.4050 -6.2837
O -4.4754 15.3151 -2.0116
S -4.7653 16.6410 -1.5370
O -3.8840 17.7824 -1.8667
C -6.5265 17.0545 -1.8488
C -7.0251 17.8548 -0.7026
C -6.1655 17.6355 0.6060
C -5.0137 16.5600 0.3316
H -6.9061 16.0328 -1.8612
H -6.5589 17.4570 -2.8612
H -7.1037 18.9143 -0.9463
H -7.9860 17.4956 -0.3339
H -6.7094 17.3513 1.5068
H -5.6949 18.5973 0.8098
H -5.3047 15.5325 0.5498
H -4.0935 16.9089 0.8003
O -0.6878 18.1891 3.8098
S -2.0990 17.9951 4.1077
O -2.9213 17.1223 3.2968
C -2.3413 17.5234 5.8825
C -3.2894 18.5810 6.4089
C -3.0726 19.9409 5.6625
C -2.9482 19.6477 4.1533
H -1.3448 17.5848 6.3200
H -2.6225 16.4709 5.9182
H -4.2282 18.1853 6.0214
H -3.2931 18.7010 7.4923
H -2.0815 20.1513 6.0643
H -3.8217 20.6821 5.9412
H -2.4044 20.3879 3.5664
H -3.9201 19.4489 3.7017
O -1.1230 11.8993 4.0721
S -2.4228 11.4454 3.7007
O -2.9683 10.2663 4.2862
C -3.5931 12.8704 4.0155
C -3.7932 13.5404 2.6059
C -3.9785 12.3465 1.6019
C -2.7319 11.4692 1.7399
H -3.2215 13.3874 4.9001
H -4.5159 12.3495 4.2710
H -4.5774 14.2962 2.6514
H -2.8649 14.0558 2.3596
H -3.9823 12.7168 0.5767
H -4.9229 11.8141 1.7148
H -1.7977 11.8840 1.3612
H -2.8152 10.4423 1.3839
O -2.0559 12.5719 -0.9017
S -0.7620 13.1792 -1.1885
O 0.4640 12.8436 -0.4421
C -0.4703 12.9114 -3.0406
C -0.9640 14.2529 -3.6780
C -0.4738 15.3834 -2.6798
C -0.9294 15.0288 -1.2419
H -0.9773 12.0123 -3.3910
H 0.6163 12.8347 -3.0026
H -0.6005 14.4586 -4.6848
H -2.0531 14.2091 -3.6671
H -0.8489 16.3483 -3.0211
H 0.6081 15.4842 -2.7653
H -2.0005 15.1555 -1.0845
H -0.2875 15.5277 -0.5159
O -6.2329 16.7793 -5.4244
S -5.0731 17.2691 -6.1931
O -5.1872 17.2857 -7.6683
C -4.4619 18.9336 -5.6545
C -3.0085 18.7011 -5.2553
C -2.4633 17.3098 -5.7358
C -3.6358 16.3052 -5.6699
H -5.0573 19.1708 -4.7728
H -4.6632 19.6072 -6.4875
H -2.3761 19.4382 -5.7502
H -2.8096 18.6730 -4.1839
H -1.6165 16.9855 -5.1309
H -2.1538 17.2764 -6.7804
H -3.8960 16.1307 -4.6259
H -3.5664 15.3426 -6.1765
O -1.4464 17.5581 0.3404
S -1.6679 18.9730 0.4710
O -2.7665 19.5154 1.2489
C -0.0942 19.8100 0.8221
C 0.4193 20.3743 -0.5813
C -0.8764 21.0264 -1.2089
C -1.8127 19.8175 -1.1739
H 0.6032 19.1486 1.3362
H -0.3656 20.6948 1.3980
H 1.2016 21.0898 -0.3279
H 0.7750 19.5570 -1.2086
H -0.6094 21.2630 -2.2389
H -1.2718 21.8597 -0.6280
H -1.4282 19.1156 -1.9139
H -2.8782 19.9961 -1.3182
C -7.4815 19.0335 4.8424
C -8.2406 18.0093 5.7182
N -8.4354 16.7127 5.0802
C -7.1937 16.1312 4.5572
C -6.1656 15.7524 5.5984
C -9.5738 16.7930 4.1351
C -10.0294 15.3702 3.7564
H -7.1733 19.8997 5.4280
H -8.1231 19.3436 4.0176
H -6.5763 18.6650 4.3598
H -7.7122 17.8326 6.6551
H -9.1603 18.4252 6.1295
H -7.4171 15.1572 4.1218
H -6.6832 16.7165 3.7924
H -6.7165 15.3833 6.4635
H -5.4862 15.0009 5.1962
H -5.7123 16.6817 5.9435
H -9.2565 17.3368 3.2453
H -10.4154 17.3646 4.5263
H -9.3853 14.8455 3.0507
H -11.0271 15.3041 3.3225
H -10.1684 14.7352 4.6314
C -6.6081 8.8577 -3.4969
C -5.6234 9.5701 -4.4550
N -5.3853 11.0140 -4.1807
C -6.4617 11.9525 -4.5839
C -5.9029 13.2773 -4.9771
C -5.0211 11.3475 -2.7817
C -3.7307 10.5399 -2.2742
H -7.5257 9.4148 -3.3077
H -6.0687 8.6286 -2.5779
H -6.9893 7.9462 -3.9572
H -4.6557 9.0744 -4.5328
H -6.0652 9.4597 -5.4453
H -7.0207 11.6026 -5.4518
H -7.2805 11.9529 -3.8645
H -5.3664 13.2855 -5.9258
H -6.8031 13.8630 -5.1635
H -5.2190 13.8491 -4.3497
H -5.8866 10.9651 -2.2406
H -4.8739 12.4131 -2.6059
H -3.9451 9.4823 -2.4275
H -3.5746 10.8270 -1.2343
H -2.8809 10.9455 -2.8232
C -7.6832 13.2982 -0.0520
C -8.6445 13.3971 -1.2638
N -9.4841 14.6215 -1.3020
C -10.1634 14.7318 -2.6224
C -9.1098 15.2441 -3.6126
C -10.3849 14.5516 -0.1670
C -11.2625 15.7596 0.1201
H -7.4321 14.2637 0.3870
H -6.7688 12.7228 -0.1969
H -8.2566 12.7948 0.7264
H -8.0340 13.2348 -2.1521
H -9.1687 12.4439 -1.1948
H -10.4993 13.7250 -2.8709
H -11.0254 15.3920 -2.5267
H -8.1206 14.7883 -3.6537
H -9.6033 15.3861 -4.5741
H -8.7902 16.2172 -3.2399
H -9.8031 14.5391 0.7546
H -10.9954 13.6492 -0.1972
H -11.8019 15.7009 1.0655
H -11.9825 15.7384 -0.6980
H -10.5733 16.5983 0.0226
C -14.3445 21.7432 -0.4690
C -12.9822 20.9424 -0.5739
N -11.8216 21.7713 -0.2398
C -11.5723 22.8815 -1.1515
C -10.5352 23.8459 -0.5745
C -10.7099 20.8035 -0.0373
C -10.2018 19.9712 -1.2340
H -14.5185 22.0304 0.5680
H -15.1665 21.0737 -0.7224
H -14.3906 22.6613 -1.0548
H -13.0380 20.0088 -0.0139
H -12.8479 20.4905 -1.5567
H -12.4937 23.4520 -1.2689
H -11.3236 22.4522 -2.1220
H -10.4217 24.7160 -1.2212
H -9.5137 23.4726 -0.6473
H -10.7920 24.0515 0.4647
H -9.9036 21.3366 0.4665
H -10.9715 20.1788 0.8167
H -10.8996 19.3184 -1.7584
H -9.8623 20.6448 -2.0208
H -9.3462 19.3911 -0.8879
C -4.8319 21.8940 0.4965
C -4.7457 21.8174 2.0117
N -5.3773 23.0646 2.5537
C -6.8159 23.1647 2.2100
C -7.6076 21.9442 2.7875
C -5.0734 23.1333 3.9503
C -5.7916 24.2887 4.7184
H -3.9662 21.4364 0.0178
H -4.6000 22.9093 0.1748
H -5.8126 21.6128 0.1129
H -5.2008 20.8953 2.3733
H -3.7199 21.9359 2.3607
H -7.2365 24.1198 2.5246
H -6.8728 23.2638 1.1260
H -8.6588 21.9631 2.5000
H -7.2704 20.9957 2.3694
H -7.6996 21.9907 3.8726
H -4.0076 23.2264 4.1589
H -5.4511 22.2213 4.4125
H -5.3848 24.4511 5.7165
H -6.8538 24.1736 4.9340
H -5.7327 25.2605 4.2281
*
```

## b
Entry from OMol25: a 12-piece molecular cluster, C58H131N5O14S7 overall (the ωB97M-V functional and the def2-TZVPD basis).

Structure (SMILES) = O=S1(=O)CCCC1.O=S1(=O)CCCC1.O=S1(=O)CCCC1.O=S1(=O)CCCC1.O=S1(=O)CCCC1.O=S1(=O)CCCC1.O=S1(=O)CCCC1.CCN(CC)CC.CCN(CC)CC.CCN(CC)CC.CCN(CC)CC.CCN(CC)CC
Highest occupied orbital energy = -8.0 eV
E_LUMO = 0.18 eV
Orbital gap = 8.226 eV

Geometry as ORCA input:
```
! wB97M-V def2-TZVPD RIJCOSX def2/J DEFGRID3
* xyz 0 1
O 1.1764 -2.0927 -1.3526
S 1.4146 -3.3221 -2.1047
O 0.2224 -4.1491 -2.3679
C 2.2526 -3.0627 -3.6078
C 3.6421 -3.6158 -3.3701
C 3.5350 -4.9127 -2.4823
C 2.6538 -4.3442 -1.3268
H 2.1636 -1.9979 -3.8304
H 1.6358 -3.5950 -4.3387
H 4.1219 -3.8320 -4.3553
H 4.3363 -2.9268 -2.9543
H 4.4681 -5.3727 -2.1231
H 2.8912 -5.6434 -2.9328
H 3.2000 -3.7858 -0.6145
H 1.9724 -5.1072 -0.8030
O 0.4263 1.9121 -4.4184
S 1.2877 0.8604 -4.9227
O 2.0325 0.0294 -4.0047
C 0.5968 -0.3030 -6.0802
C 1.5838 -0.4129 -7.1770
C 2.9335 0.3373 -6.8050
C 2.5613 1.5446 -5.9743
H -0.2878 0.0970 -6.4612
H 0.3197 -1.1708 -5.4344
H 1.8356 -1.4501 -7.4872
H 1.1282 0.0291 -8.0136
H 3.4519 0.7420 -7.7211
H 3.6021 -0.3466 -6.3159
H 2.2181 2.3337 -6.6264
H 3.4686 1.7949 -5.3233
O -0.8972 -5.3017 2.8214
S -0.4100 -5.3916 1.4560
O 0.7403 -4.5921 1.0440
C -0.0137 -7.0652 0.9385
C -0.4947 -7.1501 -0.5272
C -1.8857 -6.5363 -0.5382
C -1.8188 -5.2495 0.3135
H -0.5797 -7.7367 1.5690
H 1.0468 -7.1380 1.1292
H 0.0972 -6.4650 -1.1501
H -0.5222 -8.1597 -0.9188
H -2.5923 -7.1805 -0.2139
H -2.1919 -6.2257 -1.5399
H -2.6242 -5.0419 1.0317
H -1.5813 -4.3598 -0.2540
O -2.9618 -0.6882 -6.7882
S -2.8333 0.7431 -6.8751
O -1.8728 1.2034 -7.8276
C -4.4383 1.4638 -7.1617
C -5.2476 1.2532 -5.8466
C -4.2333 1.2667 -4.7103
C -2.8209 1.5086 -5.3120
H -4.9481 1.1426 -8.0548
H -4.3768 2.5666 -7.3204
H -6.0059 2.0230 -5.7543
H -5.6962 0.2801 -5.8257
H -4.2799 0.4080 -4.0431
H -4.4207 2.1087 -3.9992
H -2.0330 1.0726 -4.7371
H -2.5693 2.5700 -5.5224
O 5.1114 2.6771 -4.3211
S 5.6530 2.1519 -3.1054
O 7.0412 2.3774 -2.8515
C 4.5979 2.6945 -1.7430
C 3.6604 1.5655 -1.4167
C 4.4403 0.2515 -1.6529
C 5.2042 0.4050 -2.9755
H 4.0697 3.5321 -2.1653
H 5.2801 2.9890 -1.0110
H 3.2981 1.5746 -0.4381
H 2.9209 1.6166 -2.1996
H 3.6870 -0.4816 -1.8223
H 5.1969 -0.1529 -0.9474
H 4.6001 0.3425 -3.8933
H 6.1382 -0.2737 -3.1508
O -1.0535 -0.5837 -3.2911
S -1.4034 0.2071 -2.1080
O -2.2022 1.3724 -2.3144
C -2.1008 -0.7661 -0.7274
C -1.1798 -0.4848 0.4917
C -0.3867 0.7781 0.2178
C 0.0799 0.6310 -1.2018
H -2.0037 -1.7665 -1.0843
H -3.1397 -0.4703 -0.7593
H -1.7628 -0.4827 1.4053
H -0.4933 -1.3380 0.5993
H 0.3861 0.9257 0.9402
H -0.9637 1.6956 0.2232
H 0.8191 -0.0481 -1.5483
H 0.4243 1.5912 -1.6287
O -4.9482 -2.6269 -2.3409
S -4.4972 -3.9844 -2.6121
O -4.3209 -5.0224 -1.5800
C -5.3254 -4.5272 -4.0258
C -4.4820 -4.1372 -5.2679
C -3.3004 -3.3085 -4.8280
C -2.8870 -3.8041 -3.4110
H -6.2798 -3.9760 -3.9747
H -5.4959 -5.5539 -3.8217
H -4.1085 -5.1537 -5.7055
H -5.0197 -3.5872 -6.0398
H -3.5413 -2.2216 -4.7218
H -2.4030 -3.3968 -5.4533
H -2.3165 -3.0322 -2.9420
H -2.3396 -4.7436 -3.4579
C -0.2914 -1.6718 5.5947
C -1.6007 -0.8439 5.5013
N -1.3590 0.6080 5.4129
C -2.4675 1.2392 6.1153
C -2.1501 1.4035 7.6053
C -1.1136 1.0375 4.0212
C -0.7141 2.5046 3.8893
H 0.2481 -1.5521 4.6303
H -0.4334 -2.7432 5.6319
H 0.4063 -1.5221 6.4267
H -2.1350 -1.2739 4.6137
H -2.1429 -1.1280 6.4592
H -2.7147 2.1940 5.6572
H -3.3288 0.5822 6.0932
H -1.5643 0.4564 7.9059
H -1.5572 2.3112 7.7446
H -3.0172 1.4839 8.2989
H -2.0200 0.8093 3.4907
H -0.3807 0.3584 3.5795
H 0.1706 2.7302 4.4417
H -1.5100 3.1498 4.1804
H -0.5426 2.6865 2.8171
C -4.8331 1.7041 0.4238
C -5.1442 0.2319 0.8948
N -5.1335 0.0441 2.3972
C -5.5438 -1.3362 2.7369
C -7.0586 -1.8364 2.6691
C -6.0062 1.0457 2.9865
C -5.7641 1.1552 4.5617
H -4.4182 1.6707 -0.5594
H -4.0668 2.2084 0.9753
H -5.6985 2.3369 0.5137
H -6.1519 -0.0123 0.5548
H -4.4928 -0.5265 0.4818
H -5.0156 -1.9342 2.0340
H -5.1022 -1.6167 3.7137
H -7.6177 -1.1743 3.3252
H -7.4851 -1.7233 1.7382
H -7.1314 -2.9041 3.0271
H -7.1038 0.9249 2.7757
H -5.7924 2.0133 2.6341
H -4.8790 1.8082 4.7110
H -5.4565 0.2179 5.0866
H -6.5619 1.7007 5.0323
C 4.5434 4.6379 8.0279
C 4.2247 4.8974 6.5634
N 3.7670 3.6469 5.9913
C 2.4658 3.1832 6.4154
C 2.1639 1.7329 6.1836
C 3.8870 3.6537 4.5125
C 5.3181 3.3473 4.0673
H 3.6229 4.7559 8.6412
H 5.2366 5.4393 8.3260
H 5.0397 3.6489 8.1484
H 3.5290 5.7507 6.4492
H 5.1191 5.1903 5.9135
H 2.4409 3.4209 7.4819
H 1.7291 3.7917 5.8985
H 2.9753 1.0935 6.5913
H 1.2357 1.4734 6.6844
H 2.0657 1.5311 5.0846
H 3.5877 4.6065 4.0595
H 3.2631 2.8987 4.0556
H 5.9659 4.1758 4.2615
H 5.3739 3.2565 3.0058
H 5.5653 2.4384 4.4545
C 2.0992 -0.9822 2.5029
C 3.0712 -1.6483 1.5267
N 4.4424 -1.8924 1.9778
C 5.0679 -0.6995 2.4882
C 6.5917 -0.9617 2.6011
C 4.6032 -3.0724 2.7755
C 5.3943 -4.2185 2.1585
H 2.1617 -1.4466 3.5425
H 1.0762 -1.0094 2.1419
H 2.5384 -0.0457 2.7184
H 2.6200 -2.6015 1.0722
H 3.1488 -1.0085 0.6525
H 4.6649 -0.3452 3.4207
H 4.8302 0.1849 1.8375
H 7.0608 -1.1360 1.6127
H 6.6684 -1.7910 3.2836
H 7.0812 -0.1149 3.0814
H 5.1489 -2.8888 3.7994
H 3.6452 -3.4662 3.1119
H 5.0395 -4.2787 1.1246
H 6.4389 -3.9499 2.1280
H 5.3272 -5.1388 2.6821
C -0.3722 5.9764 -3.4796
C -0.5409 4.6250 -2.7163
N -0.7306 4.5732 -1.1844
C 0.4486 5.0698 -0.4731
C 1.6085 4.0865 -0.6697
C -1.9016 5.3541 -0.7404
C -3.2142 4.8842 -1.3685
H -1.1547 6.7229 -3.3350
H -0.3289 5.8317 -4.6207
H 0.5287 6.5177 -3.1149
H -1.3227 3.9819 -3.1308
H 0.3109 3.9267 -2.9836
H 0.7126 6.0810 -0.8348
H 0.1598 5.1758 0.5757
H 2.1388 4.1865 -1.6450
H 2.4627 4.2105 0.1155
H 1.2104 3.1040 -0.6145
H -1.7642 6.4104 -0.9111
H -1.9684 5.1793 0.3664
H -3.2153 5.2163 -2.3742
H -4.0844 5.1689 -0.7437
H -3.1810 3.8208 -1.3901
*
```

b is favored, and the nearest alternative lies 0.0055 hartree above it.